{
  "formula": "C64H82F3N4O5STi",
  "method": "ωB97M-V with the def2-TZVPD basis set",
  "symbols": ["Ti", "S", "F", "F", "F", "O", "O", "O", "O", "O", "N", "N", "N", "N", "C", "C", "C", "C", "C", "C", "C", "C", "C", "C", "C", "C", "C", "C", "C", "C", "C", "C", "C", "C", "C", "C", "C", "C", "C", "C", "C", "C", "C", "C", "C", "C", "C", "C", "C", "C", "C", "C", "C", "C", "C", "C", "C", "C", "C", "C", "C", "C", "C", "C", "C", "C", "C", "C", "C", "C", "C", "C", "C", "C", "C", "C", "C", "C", "H", "H", "H", "H", "H", "H", "H", "H", "H", "H", "H", "H", "H", "H", "H", "H", "H", "H", "H", "H", "H", "H", "H", "H", "H", "H", "H", "H", "H", "H", "H", "H", "H", "H", "H", "H", "H", "H", "H", "H", "H", "H", "H", "H", "H", "H", "H", "H", "H", "H", "H", "H", "H", "H", "H", "H", "H", "H", "H", "H", "H", "H", "H", "H", "H", "H", "H", "H", "H", "H", "H", "H", "H", "H", "H", "H", "H", "H", "H", "H", "H", "H"],
  "positions_angstrom": [[-0.2173, -0.4562, 0.0150], [-1.9907, 2.8937, -1.0606], [2.2812, -0.0161, -9.0634], [0.9569, -1.6943, -9.3707], [0.1971, 0.3255, -9.5016], [1.6964, -0.8142, -0.0988], [-0.6300, -0.6773, 2.3792], [-0.2792, 1.2255, 0.6956], [-0.9369, -2.1112, 0.1268], [-2.4708, 0.1551, 0.1776], [3.4958, -2.1305, -0.4210], [-2.8388, 4.3819, 2.2711], [2.8092, -0.6575, -2.0923], [-0.8506, 5.4068, 2.4008], [2.6825, -0.5428, 3.9008], [-3.6079, 5.6104, 2.3904], [3.6430, -1.3000, -3.1108], [-0.0764, -0.3905, -3.2294], [1.5546, -0.0902, 3.2189], [-0.2250, 3.0030, -1.5586], [0.7551, 0.7313, -6.6708], [-3.0598, 1.4702, -3.1776], [4.0383, -2.3589, 5.0947], [-2.8778, 0.3377, -6.1836], [-2.6253, -3.6384, 2.9385], [1.0387, -0.4747, -8.8256], [0.1481, -1.6278, -5.3320], [0.8505, 2.9139, -0.4959], [1.7074, 2.0579, 1.6381], [-3.2374, -2.5702, 0.4246], [3.3364, -2.7179, 0.8948], [0.7677, 2.0659, 0.5972], [-5.0905, -0.6591, -5.6031], [4.3205, 4.4408, 0.1943], [-4.6328, -4.4945, 4.8028], [2.8719, -1.8866, 4.2253], [5.5250, 3.4918, 0.2482], [3.4692, -2.8247, 6.4418], [2.8275, 0.7972, -2.1701], [-6.0291, -2.7475, 3.7284], [-4.0973, 0.4516, -5.2547], [4.3827, 5.2175, -1.1205], [2.6524, -1.2035, -0.8662], [-5.1165, -3.9527, 3.4584], [-3.6045, -2.2366, -1.0159], [0.7941, -2.4198, 3.0656], [5.0534, -1.2450, 5.3531], [-1.4944, -0.1602, 3.4041], [0.1754, -0.4193, -4.6346], [-3.6241, 0.3539, -3.8056], [-4.2307, -3.0057, 1.2923], [-2.8684, 0.2401, -1.1477], [0.4236, -1.6572, -6.6889], [-3.2793, 0.9271, 1.0768], [2.8488, 2.8171, 1.4558], [-1.9190, -2.6450, 0.8886], [0.4795, 0.7621, -5.3179], [-5.9212, -5.0525, 2.7524], [0.5928, 5.4859, 2.3516], [4.4107, 5.4452, 1.3516], [1.9292, -2.8064, 3.7722], [-3.9590, -3.5140, 2.5627], [-3.3792, -0.9030, -1.7207], [-0.1428, -3.4896, 2.5181], [0.6051, -1.0578, 2.8766], [-0.2222, -0.3647, -2.0247], [2.0040, 3.6974, -0.6044], [-1.5017, 4.2547, 2.2377], [-2.6555, 1.4319, -1.8570], [-1.5827, -3.2105, 2.1200], [4.1095, -2.6731, -2.6855], [4.5964, -2.6041, -1.2565], [-4.7923, 1.7967, -5.5057], [1.3637, 1.4016, 2.9688], [0.7273, -0.4787, -7.3543], [-3.7401, -0.8172, -3.0697], [3.0318, 3.6282, 0.3260], [4.7823, -3.5260, 4.4319], [-6.4141, -4.6778, 1.8549], [0.9285, 6.0627, 1.4866], [-2.3360, -0.5946, -6.0109], [-4.6191, -1.6426, -5.6120], [-4.0189, -5.3887, 4.6834], [5.5872, 2.9694, 1.2029], [-2.9324, 2.3979, -3.7181], [-4.6690, 5.3721, 2.3867], [0.9860, 1.6461, -7.2010], [-5.2584, -2.9573, 0.9511], [3.5721, 6.1423, 1.3226], [4.3228, -2.8421, 1.3349], [0.3226, 1.6709, 3.1579], [5.4622, 2.7425, -0.5435], [6.4527, 4.0500, 0.1133], [2.0627, -3.8614, 3.9826], [-5.4955, -1.9755, 4.2865], [-0.1351, 3.9868, -2.0205], [-5.4921, -0.4871, -6.6017], [3.0517, -1.3712, -4.0281], [-6.8954, -3.0535, 4.3171], [4.4001, 4.9467, 2.3210], [0.3609, -3.9158, 1.6412], [-4.6764, -2.4362, -1.1023], [5.4595, -1.9413, -1.1460], [0.4871, 1.7012, -4.7800], [0.9780, 4.4738, 2.2654], [-4.0562, -3.7505, 5.3549], [-3.3883, 6.1257, 3.3294], [-2.4634, -0.6441, 3.2876], [2.9324, -2.0146, 6.9368], [2.8486, -3.6956, 0.8369], [5.5214, -3.9324, 5.1234], [3.5736, 5.9445, -1.2020], [2.7522, -2.0567, 1.5166], [2.5735, 1.1004, -3.1863], [5.4515, -0.8371, 4.4222], [5.3349, 6.0217, 1.2824], [-6.3958, -2.3034, 2.8028], [-4.1019, 2.6364, -5.4396], [2.7774, -3.6581, 6.3142], [4.3374, 4.5528, -1.9853], [-3.9457, 0.2456, 1.6106], [4.8834, -3.5896, -0.8922], [3.8202, 1.1794, -1.9157], [4.8893, -3.0286, -3.3577], [5.3224, 5.7676, -1.1734], [4.4970, -0.6482, -3.3222], [-5.2155, 1.8067, -6.5105], [-2.1846, 1.1660, -6.0228], [1.9504, 1.9246, 3.7274], [-0.1695, -4.2921, 3.2591], [-3.4124, 6.2956, 1.5596], [2.0911, 4.3608, -1.4553], [-3.1949, 0.3614, -7.2278], [-1.3338, 6.2911, 2.5215], [-5.4931, -4.7659, 5.4147], [3.4082, 0.1944, 4.2147], [3.5939, 2.8285, 2.2435], [-5.9263, -0.6833, -4.9027], [-0.0972, -2.5387, -4.8033], [4.1172, -4.3409, 4.1488], [-3.8628, 1.6519, 0.5119], [0.3979, -2.5928, -7.2293], [4.6234, -0.4279, 5.9333], [2.0954, 1.2152, -1.4925], [3.2823, -3.3855, -2.7333], [-0.0726, 2.2592, -2.3449], [-2.6158, 1.4621, 1.7485], [4.2759, -3.1530, 7.0985], [5.3142, -3.1931, 3.5396], [-1.5822, 0.9211, 3.3203], [-5.6020, 1.9635, -4.7944], [-5.2753, -5.8819, 2.4609], [-3.3564, 3.5484, 2.0610], [-2.3703, -4.0789, 3.8930], [0.9931, 5.9474, 3.2567], [-3.1249, -2.9934, -1.6466], [-1.0785, -0.4118, 4.3797], [5.8910, -1.6453, 5.9246], [-6.6941, -5.4390, 3.4181], [-4.1565, -1.7027, -3.5319]],
  "mulliken_charge": [-1.726, -0.282, -0.260, -0.289, -0.255, 0.097, 0.462, 1.187, -0.538, 1.184, 0.286, -0.039, 1.001, 0.014, -0.733, -1.299, -0.370, -0.570, 0.258, 0.192, -1.128, -0.827, 1.931, -1.468, -0.104, 0.750, -0.217, 0.327, 0.817, -0.331, -0.685, 0.104, -2.099, 1.584, -2.128, 0.087, -1.568, -1.688, -1.058, -1.642, 2.307, -2.121, -0.534, 1.895, -1.680, 0.268, -2.086, -1.031, 1.383, 0.711, -0.243, -0.710, -1.025, -0.706, -0.998, 0.577, -0.197, -1.675, -0.711, -1.582, -0.582, -0.043, 0.359, -1.686, 0.635, 0.218, -0.458, -0.230, 0.022, -0.439, -0.818, -0.813, -1.926, -1.981, 0.252, -0.601, 0.529, -1.600, 0.297, 0.314, 0.156, 0.352, 0.396, 0.296, 0.396, 0.384, 0.440, 0.440, 0.296, 0.657, -0.315, 0.245, 0.481, 0.596, 0.345, 1.133, 0.460, -0.078, 0.447, 0.260, 0.164, 0.667, 0.263, 0.447, 0.061, 0.413, 0.363, 0.054, 0.356, 0.207, 0.480, 0.382, -0.334, 0.426, 0.439, 0.493, 0.326, 0.342, 0.337, 0.368, 0.112, 0.525, 0.578, 0.479, 0.461, 0.356, 0.474, 0.234, 1.200, 0.801, 0.341, 0.690, 0.602, 0.227, 0.438, 0.689, 0.586, 0.441, 0.652, 0.303, 0.708, 0.538, 0.400, -0.382, 0.300, -1.469, -0.504, 0.472, 0.304, 0.040, 0.415, 0.365, 0.266, 0.631, 0.366, 0.456, 0.520, 0.426, 0.487, 0.566],
  "homo_lumo_gap_ev": 6.86,
  "e_tot_ev": -125997.629,
  "fmax_ha_per_bohr": 0.014,
  "e_lumo_ev": -3.0,
  "e_homo_ev": -9.85,
  "relative_energy_kj_mol": 315.5,
  "charge": 1
}